(1)
Formula: C24H72O24
Source: the Open Molecules 2025 dataset
Level of theory: ωB97M-V/def2-TZVPD

Its strongest force on any atom is 3.71 eV Å⁻¹. Its HOMO energy (alpha / beta) is -12.192 / -12.192 eV. The calculation puts the HOMO-LUMO gap (alpha / beta) at 0.3695 / 0.1277 Eh. Its LUMO energy (alpha / beta) is -2.1 / -8.7 eV. The value obtained for the energy above the lowest of the compared OMol25 structures with the same formula, charge and spin is 40.65 kcal/mol.

```
! RIJCOSX wB97M-V def2-TZVPD def2/J DEFGRID3
* xyz 1 2
C -0.90466 -12.90446 -5.37323
C -1.50657 -11.87786 -6.43075
O -1.50760 -10.61025 -5.81417
O 0.49406 -12.83029 -5.33119
H -1.19584 -13.90029 -5.70733
H -1.32431 -12.83743 -4.36949
H -2.52083 -12.22396 -6.62974
H -0.86953 -11.84691 -7.31467
H -2.00292 -10.65369 -4.99297
H 0.65091 -11.90621 -5.12364
C 2.31082 -4.18607 -6.41533
C 2.77119 -3.78381 -7.86236
O 3.47235 -2.54845 -7.72529
O 1.44176 -5.26075 -6.49013
H 1.67458 -3.38266 -6.04408
H 3.08237 -4.26043 -5.64898
H 1.93779 -3.59875 -8.54008
H 3.49570 -4.44348 -8.33988
H 3.06291 -2.09546 -6.98451
H 0.57414 -4.88758 -6.66210
C -4.49500 -11.31097 -9.40759
C -4.74820 -12.79537 -9.32308
O -4.90369 -13.50228 -10.59192
O -5.52333 -10.62985 -10.06830
H -3.62692 -11.24599 -10.06358
H -4.20675 -10.85778 -8.45910
H -5.63977 -12.93782 -8.71242
H -3.87160 -13.13856 -8.77362
H -4.12527 -13.49681 -11.15373
H -6.22589 -11.27523 -10.17551
C -7.00345 -8.04375 -2.52387
C -5.51530 -7.55393 -2.78300
O -4.79915 -8.33522 -3.72500
O -7.85402 -8.05766 -3.69358
H -7.48363 -7.30289 -1.88462
H -6.98050 -9.04880 -2.10262
H -4.96430 -7.51549 -1.84330
H -5.60892 -6.53425 -3.15664
H -5.09040 -8.26855 -4.63732
H -8.57898 -7.43558 -3.59845
C -5.00668 -5.91933 -11.53614
C -4.55392 -7.28030 -11.02240
O -5.44447 -8.28839 -11.44122
O -4.12022 -5.02285 -11.04197
H -6.05539 -5.65730 -11.39599
H -5.00813 -5.90271 -12.62601
H -4.44590 -7.10624 -9.95182
H -3.66134 -7.61688 -11.54978
H -5.34722 -9.04667 -10.86057
H -3.61772 -4.76835 -11.81936
C 2.03586 -10.09418 -6.11032
C 2.13479 -8.58433 -6.49111
O 0.80047 -8.01584 -6.65929
O 1.50714 -10.29072 -4.79360
H 2.94906 -10.66363 -6.28325
H 1.42395 -10.47642 -6.92736
H 2.77494 -8.37637 -7.34846
H 2.64095 -8.01803 -5.70932
H 0.98266 -7.07468 -6.71072
H 0.67537 -9.81459 -4.73822
C -1.82814 -3.45600 -9.25365
C -1.04410 -3.08429 -8.11175
O -0.97650 -4.18243 -7.22637
O -3.23157 -3.50959 -8.92167
H -1.38816 -4.36551 -9.66271
H -1.65867 -2.71365 -10.03358
H -1.38583 -2.20299 -7.56895
H -0.07468 -2.79800 -8.51961
H -1.86136 -4.32275 -6.88150
H -3.77606 -3.68467 -9.69269
C -0.42303 -7.39485 -3.74287
C -1.82672 -7.04860 -3.28087
O -1.77338 -5.65996 -3.04449
O 0.58709 -6.99499 -2.80355
H -0.24770 -6.89793 -4.69703
H -0.33986 -8.47906 -3.81830
H -1.84625 -7.58299 -2.33105
H -2.70352 -7.29097 -3.88134
H -0.89090 -5.56872 -2.67773
H 0.54949 -7.56047 -2.02868
C -4.24815 -11.59498 -1.84736
C -2.88900 -10.91172 -2.14460
O -2.76289 -10.31049 -3.42336
O -4.25863 -11.85941 -0.35915
H -4.30926 -12.47099 -2.49310
H -5.08990 -10.92826 -2.03448
H -2.23177 -11.77360 -2.02918
H -2.59597 -10.18497 -1.38693
H -3.35198 -9.55766 -3.51178
H -4.94181 -12.52390 -0.24376
C -3.60796 -3.21538 -5.05878
C -4.13300 -4.53728 -5.74952
O -2.96375 -5.32392 -5.98872
O -3.00585 -3.27514 -3.75047
H -4.51274 -2.63223 -4.88728
H -2.84382 -2.68427 -5.62632
H -4.51654 -4.23264 -6.72327
H -4.92086 -5.03767 -5.18649
H -2.75543 -5.77870 -5.16934
H -2.64244 -4.14581 -3.57309
C -0.07850 -9.01182 -12.46924
C -0.66614 -9.94723 -11.47037
O 0.15718 -10.28336 -10.31980
O 0.72140 -9.78297 -13.39253
H 0.48854 -8.22121 -11.97782
H -0.89958 -8.55817 -13.02432
H -0.92499 -10.84755 -12.02761
H -1.61762 -9.55347 -11.11294
H -0.33710 -9.93234 -9.57544
H 0.35445 -10.66898 -13.43640
C -3.20271 -7.98561 -7.66004
C -1.83163 -7.49623 -8.13475
O -1.00818 -8.66332 -8.35201
O -3.20364 -8.43582 -6.33031
H -3.56572 -8.74930 -8.34787
H -3.87536 -7.12993 -7.60129
H -1.25093 -6.82796 -7.49890
H -1.93744 -6.94902 -9.07148
H -0.24788 -8.49252 -7.79132
H -2.72682 -9.26809 -6.36991
*
```

***

(2)
Formula: C16H15FN3O3S2SbSe4Tc
Source: the Open Molecules 2025 dataset
Level of theory: ωB97M-V/def2-TZVPD

Its strongest force on any atom is 5.47 eV Å⁻¹. Its HOMO energy (alpha / beta) is -1.712 / -2.583 eV. The calculation puts the HOMO-LUMO gap (alpha / beta) at 0.1396 / 0.1841 Eh. Its LUMO energy (alpha / beta) is 2.1 / 2.4 eV.

```
! RIJCOSX wB97M-V def2-TZVPD def2/J DEFGRID3
* xyz -2 4
Tc 0.78371 -0.38431 0.79727
F 1.88482 -3.27135 -4.49867
C 1.68092 -2.50698 -3.37151
C 2.32338 -1.37116 -3.15657
C 2.03983 -0.66590 -1.96297
C 1.09994 -1.16148 -1.05129
C 0.35762 -2.30610 -1.34297
C 0.73810 -2.97467 -2.52871
H 3.12792 -1.02946 -3.81027
H 2.50327 0.29356 -1.74883
H -0.45133 -2.79289 -0.81847
H 0.15250 -3.89654 -2.68800
Se -2.64558 -6.67432 -8.89043
Sb -4.81398 -5.62365 -9.22686
Se -0.71235 -1.76203 1.84880
Se -6.20185 -5.87274 -7.11847
Se -6.04356 -7.67616 -9.03657
C 3.56680 0.65663 1.17090
O 2.38617 0.47406 0.65879
H 4.03718 -0.30868 0.94391
H 3.52183 0.79100 2.21572
H 4.03123 1.53707 0.73243
N -1.59762 -0.63370 5.55024
C -1.09194 0.49793 4.80899
C -1.93637 1.25880 3.95671
C -1.50495 2.30391 3.17072
C -0.14010 2.56718 3.04849
C 0.70629 1.73479 3.75552
C 0.28602 0.74064 4.62601
S 0.51300 4.04708 2.23461
O 0.12344 5.04370 3.24444
O 1.92614 3.84992 1.98909
N -0.30611 4.42305 0.88534
C -0.50575 3.53381 -0.11836
S -0.16687 4.06224 -1.75094
C -0.52514 2.39599 -2.33978
C -0.88035 1.65238 -1.27113
N -0.88902 2.32232 -0.06909
H -2.53567 -0.85564 5.26273
H -1.02630 -1.34877 5.15773
H -2.99034 1.05644 4.10056
H -2.30101 2.89607 2.65039
H 1.80245 1.86238 3.65566
H 1.07769 0.26012 5.10084
H -0.33628 2.26656 -3.39161
H -1.06779 0.58893 -1.37438
*
```

***

(3)
Formula: C10H12ClOS
Source: the Open Molecules 2025 dataset
Level of theory: ωB97M-V/def2-TZVPD

Its strongest force on any atom is 3.15 eV Å⁻¹. Its HOMO energy is -12.278 eV. The calculation puts the HOMO-LUMO gap at 0.3079 Eh. Its LUMO energy is -3.9 eV.

```
! RIJCOSX wB97M-V def2-TZVPD def2/J DEFGRID3
* xyz 1 1
C -1.77394 -2.32411 3.48633
C -1.40895 -1.68989 2.08708
C -1.27357 -0.22134 2.04262
C -0.90423 0.37758 0.77001
C -0.68742 -0.44928 -0.44329
C -0.25096 0.36098 -1.72989
S 1.19715 1.40225 -1.18389
C 2.26112 1.87564 -2.60921
C 3.31762 2.92921 -2.05084
O 4.29032 2.49164 -1.53295
Cl 2.97308 4.67739 -2.18884
C -0.83446 -1.89829 -0.42353
C -1.21348 -2.50238 0.87576
H -2.72026 -1.85771 3.85573
H -0.91079 -2.08787 4.16271
H -1.83874 -3.42770 3.32652
H -1.42241 0.44306 2.92231
H -0.77105 1.48949 0.72483
H -1.11205 1.06183 -1.93011
H -0.01806 -0.29508 -2.60234
H 0.63483 2.55724 -0.69718
H 2.77713 0.93947 -2.96570
H 1.69244 2.27458 -3.49118
H -0.65723 -2.51540 -1.33085
H -1.34610 -3.61132 0.92589
*
```